(1)
9
Properties=species:S:1:pos:R:3:nbo_charge:R:1 method="wB97M-V/def2-TZVPD" gap_ev="9.492 / 8.043" e_tot_ha=-358.2253 max_force_ev_per_a=4.05 homo_ev="-9.90 / -9.19"
C -0.10 0.25 -0.52 -0.1680
C -0.01 0.14 1.00 0.0826
N 1.67 2.03 1.12 0.5395
O 2.06 2.38 2.17 -0.2697
O 1.92 2.31 -0.01 -0.3140
O -1.16 0.77 0.39 -0.4869
H 0.40 1.09 -0.95 0.2219
H -0.42 -0.67 -1.07 0.1984
H -0.35 -0.71 1.61 0.1962

---

(2)
61
Properties=species:S:1:pos:R:3:nbo_charge:R:1 method="wB97M-V/def2-TZVPD" gap_ev=10.550 e_tot_ha=-1528.9610 max_force_ev_per_a=9.43 homo_ev=-12.76 charge=+1
O 0.79 -5.22 0.28 -0.9572
H 0.84 -1.65 1.15 0.5183
O -2.68 1.71 4.17 -0.9492
H -2.95 2.56 4.12 0.4714
H -2.23 1.57 5.09 0.4797
O -4.26 -0.29 -2.29 -0.9439
H -4.15 0.00 -1.37 0.4748
H -5.17 0.11 -2.55 0.4705
O -0.65 2.33 -0.21 -0.9577
H -0.59 2.11 -1.03 0.4727
H -1.28 -5.64 2.39 0.4593
O 2.35 0.28 2.81 -0.9729
H 1.81 5.61 -2.02 0.4571
H -0.85 3.22 0.05 0.4857
O 1.41 4.69 -1.73 -0.9481
H -0.37 -0.20 1.70 0.5430
H 0.56 5.02 -1.80 0.4768
O -0.82 -1.87 -3.50 -0.9502
H 0.08 -5.07 2.50 0.4771
H 1.22 -0.38 2.00 0.5296
O 2.61 1.50 -1.55 -0.9470
H 2.96 2.42 -1.57 0.4783
H 2.11 1.51 -2.34 0.4691
O -2.61 2.66 -3.71 -0.9441
H -2.94 1.88 -3.20 0.4853
H 1.87 0.84 3.50 0.5090
O 4.95 1.16 2.47 -0.9520
H 5.67 1.74 1.94 0.4933
H 5.21 0.30 2.31 0.4689
O -1.17 0.89 2.44 -0.8529
H -1.96 0.67 1.95 0.4938
H -0.11 -1.32 -3.90 0.4752
O -0.36 1.76 -4.66 -0.9458
H -1.29 1.61 -4.76 0.4824
H -0.35 2.60 -5.27 0.4575
O -1.05 4.62 -2.54 -0.9658
H -1.77 5.20 -2.91 0.4861
H -0.55 4.28 -3.32 0.4930
O 1.26 -2.62 0.25 -0.8931
H 1.31 -3.20 4.32 0.4642
H 0.84 -3.41 0.48 0.5314
O -0.58 -5.41 1.98 -0.9405
H -1.31 0.24 3.07 0.4743
H 1.12 -5.79 0.91 0.4738
O 0.94 -3.29 3.54 -0.9436
H 1.36 -3.42 -1.79 0.4668
H 1.13 -2.45 3.09 0.4762
O 0.95 -3.98 -2.46 -0.9226
H 1.67 -4.49 -2.40 0.4534
H 2.19 -2.78 0.44 0.4984
O 0.41 -0.96 1.91 -0.9358
H 0.33 -5.92 -0.32 0.5033
H -0.60 -2.73 -3.67 0.4750
O 1.72 2.96 2.88 -0.9468
H 1.80 3.76 3.47 0.4747
H 1.00 3.29 2.39 0.4758
O -2.88 -2.00 -0.11 -0.9596
H -3.81 -2.20 -0.02 0.4701
H -2.64 -2.46 -0.93 0.4908
H 2.99 0.91 2.50 0.5291
H -3.47 2.73 -4.13 0.4641

---

(3)
69
Properties=species:S:1:pos:R:3:nbo_charge:R:1 method="wB97M-V/def2-TZVPD" gap_ev=4.782 e_tot_ha=-2413.2455 max_force_ev_per_a=2.71 homo_ev=-12.17 charge=+2
C 2.99 -2.77 1.93 -0.6242
C 3.01 -3.67 0.70 -0.0608
O 2.02 -3.23 -0.26 -0.7374
B 2.33 -3.67 -1.52 1.1797
O 2.77 -4.96 -1.66 -0.8768
C 2.15 -2.76 -2.86 -0.6407
C 0.79 -2.01 -2.98 0.0901
C -0.30 -2.73 -2.19 0.1779
C -0.80 -3.92 -2.64 -0.2572
C -1.78 -4.62 -1.98 -0.1411
C -2.26 -4.03 -0.83 -0.2486
C -1.73 -2.82 -0.48 0.0398
N -0.77 -2.15 -1.09 -0.4204
O 0.74 -0.62 -2.63 -0.6927
S 1.99 -0.01 -1.85 2.3738
O 1.84 1.42 -1.98 -0.9967
O 2.07 -0.34 -0.47 -0.9176
C 3.44 -0.45 -2.79 -0.8638
P 5.06 0.16 -2.05 1.1614
C 5.05 -0.21 -0.25 -0.9773
O 4.89 1.80 -2.15 -0.9552
C 3.44 -1.95 -3.13 0.2352
F 4.48 -2.55 -2.40 -0.3587
H 3.84 -3.07 2.55 0.2189
H 2.11 -3.00 2.52 0.2058
H 3.06 -1.72 1.67 0.2158
H 2.84 -4.70 1.01 0.1919
H 4.00 -3.58 0.24 0.1752
H 2.78 -5.22 -2.58 0.4917
H 2.12 -3.51 -3.65 0.2404
H 0.47 -2.09 -4.02 0.2073
H -0.38 -4.35 -3.55 0.2167
H -2.15 -5.57 -2.34 0.2366
H -3.05 -4.50 -0.27 0.2308
H -2.15 -2.35 0.42 0.1744
H 3.34 0.09 -3.74 0.2892
H 6.08 -0.47 0.01 0.2542
H 4.37 -1.01 0.02 0.2546
H 4.81 0.71 0.29 0.2333
H 4.23 2.12 -1.51 0.4875
H 3.72 -2.08 -4.17 0.1964
C -2.06 2.61 -2.99 -0.4145
N -2.29 2.83 -1.54 -0.2403
C -3.19 3.75 -1.15 0.1093
C -3.46 3.95 0.18 -0.2140
C -2.78 3.20 1.15 0.0229
C -1.84 2.28 0.71 -0.2009
C -1.61 2.11 -0.64 0.1266
C -3.07 3.36 2.59 0.0426
C -3.49 2.27 3.35 -0.1991
C -3.72 2.42 4.70 0.1069
N -3.52 3.60 5.30 -0.2374
C -3.14 4.68 4.59 0.1025
C -2.91 4.58 3.24 -0.1966
C -3.72 3.74 6.77 -0.4119
H -1.77 3.55 -3.44 0.2462
H -2.98 2.24 -3.42 0.2416
H -1.27 1.87 -3.12 0.2589
H -3.70 4.30 -1.93 0.2543
H -4.20 4.69 0.46 0.2602
H -1.27 1.68 1.41 0.2660
H -0.88 1.40 -1.01 0.2850
H -3.66 1.30 2.90 0.2633
H -4.04 1.59 5.32 0.2559
H -3.01 5.60 5.14 0.2576
H -2.58 5.46 2.71 0.2640
H -4.46 4.52 6.95 0.2487
H -2.76 4.00 7.21 0.2490
H -4.07 2.80 7.18 0.2441

---

(4)
43
Properties=species:S:1:pos:R:3:nbo_charge:R:1 method="wB97M-V/def2-TZVPD" gap_ev=9.375 e_tot_ha=-927.5266 max_force_ev_per_a=1.05 homo_ev=-9.16
C -2.02 0.63 -2.77 -0.6066
C -0.86 0.00 -3.55 -0.3964
C 0.20 -0.63 -2.63 -0.4147
C 1.22 0.41 -2.16 -0.2117
N 2.06 0.09 -1.02 -0.6219
C 1.54 -0.43 0.21 0.0588
B 1.76 -2.03 0.36 1.1748
O 1.49 -2.87 -0.72 -0.9377
O 2.30 -2.53 1.50 -0.7143
C 1.70 -3.72 2.03 -0.2452
O 2.37 0.13 1.32 -0.4984
C 1.62 0.13 2.42 0.9787
O 1.96 0.49 3.52 -0.5818
O 0.37 -0.33 2.11 -0.5317
C 0.19 0.07 0.73 0.0717
C -0.05 1.57 0.62 -0.4342
C -1.26 2.13 1.39 -0.2070
C -1.11 2.14 2.91 -0.6142
C -2.60 1.50 0.97 -0.6111
H -2.39 -0.07 -2.02 0.1975
H -1.69 1.54 -2.26 0.1979
H -2.85 0.89 -3.43 0.2160
H -0.38 0.76 -4.17 0.1985
H -1.27 -0.77 -4.20 0.2040
H -0.32 -1.12 -1.80 0.1794
H 0.71 -1.42 -3.18 0.2115
H 1.91 0.56 -3.00 0.2075
H 0.73 1.37 -2.03 0.1827
H 2.86 -0.44 -1.31 0.3756
H 0.58 -3.16 -0.80 0.5047
H 0.62 -3.71 1.89 0.1677
H 1.91 -3.72 3.10 0.2025
H 2.14 -4.61 1.57 0.1868
H -0.70 -0.45 0.36 0.2067
H -0.23 1.77 -0.44 0.2139
H 0.85 2.14 0.88 0.2318
H -1.32 3.18 1.08 0.1982
H -0.15 2.56 3.23 0.2194
H -1.17 1.14 3.33 0.2197
H -1.92 2.72 3.36 0.2029
H -3.39 1.92 1.59 0.2158
H -2.82 1.78 -0.06 0.2063
H -2.60 0.41 1.06 0.1956

---

(5)
55
Properties=species:S:1:pos:R:3:lowdin_spin:R:1 method="wB97M-V/def2-TZVPD" gap_ev="7.800 / 6.098" s2=6.03 e_tot_ha=-5650.8436 max_force_ev_per_a=0.50 multiplicity=5 homo_ev="-14.09 / -14.91" charge=+2
Ir -0.61 0.16 -0.85 2.3974
N -1.65 -2.83 -1.98 0.0200
C -2.55 -2.32 -1.13 0.0204
N -3.54 -3.08 -0.74 0.0049
C -4.41 -2.52 0.11 0.0059
N -5.41 -3.26 0.56 0.0109
N -4.37 -1.21 0.53 0.0138
C -3.35 -0.54 0.11 0.0170
N -2.36 -1.03 -0.70 0.1298
C -3.23 0.90 0.48 0.0128
C -4.24 1.57 1.11 0.0045
C -4.08 2.93 1.36 -0.0014
C -2.91 3.55 0.97 0.0045
C -1.93 2.80 0.34 0.0127
N -2.09 1.50 0.11 0.1365
H -1.84 -3.74 -2.37 0.0008
H -1.02 -2.22 -2.49 0.0168
H -5.50 -4.21 0.26 0.0003
H -6.10 -2.85 1.17 0.0002
H -5.14 1.04 1.39 0.0010
H -4.86 3.49 1.86 -0.0001
H -2.75 4.61 1.14 0.0009
H -0.99 3.24 0.02 0.0021
C 3.58 -2.18 0.17 0.0011
Ge 3.59 -0.67 1.39 0.0035
C 4.10 0.95 0.44 0.0016
C 4.75 -0.97 2.90 0.0006
C 1.83 -0.40 2.28 0.0392
Se 0.08 -0.79 1.51 0.2231
C 0.23 -2.71 1.23 0.0254
H 4.54 -2.21 -0.34 0.0001
H 2.80 -2.10 -0.59 0.0010
H 3.47 -3.12 0.71 0.0000
H 5.19 0.98 0.39 0.0002
H 3.77 1.84 0.98 0.0000
H 3.72 0.97 -0.58 0.0006
H 5.78 -1.08 2.56 0.0001
H 4.47 -1.89 3.42 0.0000
H 4.71 -0.14 3.59 0.0000
H 1.76 0.64 2.62 -0.0003
H 1.82 -1.02 3.18 0.0083
H 1.27 -2.97 1.24 -0.0001
H -0.21 -2.97 0.27 0.0034
H -0.30 -3.19 2.04 0.0056
C 1.82 3.33 -3.30 0.1692
C 2.12 3.03 -1.97 0.0150
C 1.46 1.99 -1.34 0.1833
C 0.47 1.25 -2.06 0.3143
C 0.21 1.55 -3.42 0.1403
C 0.87 2.59 -4.02 0.0172
H 2.34 4.14 -3.79 0.0078
H 2.86 3.60 -1.43 -0.0008
H 1.70 1.75 -0.32 0.0165
H -0.52 0.97 -3.98 0.0126
H 0.67 2.83 -5.05 -0.0009

---

(6)
40
Properties=species:S:1:pos:R:3:nbo_charge:R:1 method="wB97M-V/def2-TZVPD" gap_ev=8.944 e_tot_ha=-1278.6776 max_force_ev_per_a=7.39 homo_ev=-8.54
C 1.94 -1.59 1.21 -0.1740
C 1.69 -0.22 0.55 0.6795
C 0.86 -2.58 0.90 -0.3836
C 0.43 -2.52 -0.57 -0.0949
C 1.10 -3.54 -1.26 -0.2059
C -0.35 -1.56 -1.37 -0.1824
C 0.94 -3.70 -2.70 -0.2051
C -0.80 -1.98 -2.72 -0.2060
C -0.02 -2.91 -3.37 -0.2231
C 0.39 1.97 1.12 -0.2066
C 0.92 3.26 1.88 0.8128
C -1.09 1.71 0.86 -0.4045
C -1.69 2.74 -0.19 -0.5669
C -4.01 3.68 -1.06 -0.7005
H 2.65 -1.30 3.12 0.3760
H 1.21 -2.29 3.17 0.3932
H 2.86 -2.06 0.90 0.2202
H 1.71 -3.58 1.01 0.2239
H 0.04 -2.77 1.77 0.2293
H 1.86 -4.42 -0.99 0.2275
H -0.87 -0.81 -0.79 0.2064
H 1.35 -4.67 -3.17 0.2176
H -1.37 -1.26 -3.39 0.2288
H -0.23 -3.15 -4.44 0.2164
H 0.48 0.04 2.18 0.4133
H 0.83 1.85 -0.03 0.2559
H -1.72 1.86 1.68 0.2229
H -1.00 0.67 0.42 0.2017
H -1.44 3.71 0.43 0.2591
H -1.18 2.70 -1.14 0.2097
H -3.59 3.49 -2.09 0.2214
H -5.07 3.73 -1.08 0.2176
H -3.46 4.51 -0.39 0.2346
H 2.52 2.23 2.00 0.5044
N 1.73 -1.53 2.66 -0.8590
N 1.04 0.72 1.47 -0.6945
O 2.27 0.26 -0.40 -0.5806
O 0.17 4.25 1.98 -0.5791
O 2.20 3.04 2.23 -0.6522
S -3.33 2.03 -0.35 0.1468